No. 1
The following is a quantum chemistry calculation of the molecule C4H8S3, from the OMol25 dataset.

Summary:
Lowest unoccupied orbital energy (spin up / spin down) (eV): -0.77 / -1.69
Relative energy (zero: lowest compared OMol25 entry of this formula, charge and spin) (kJ/mol): 0.0
Calculated total energy (Ha): -1351.64426
Kohn-Sham gap (spin up / spin down) (eV): 6.36 / 6.41
Max |F| (eV/A): 2.99
Total charge: 0
E_HOMO (spin up / spin down) (eV): -7.128 / -8.103
Spin multiplicity: 3

Last column: Löwdin spin population.
Geometry (Å):
1 C -0.93970 0.41939 0.63338  0.1363
2 C -2.24326 0.74821 1.25082  0.0110
3 C 1.46869 -1.10980 -1.50864  0.0032
4 C 1.02398 0.33648 -1.40012  0.0124
5 S 1.26024 -0.60925 3.77617  1.4696
6 S 0.47052 -0.13665 1.63760  0.2798
7 S -0.77036 0.49794 -1.05984  0.0796
8 H -3.04858 0.15623 0.81338  0.0013
9 H -2.49003 1.79949 1.08737  0.0019
10 H -2.20774 0.56693 2.32332  0.0014
11 H 1.03020 -1.58995 -2.38376  0.0005
12 H 2.55097 -1.14433 -1.59941  0.0001
13 H 1.18323 -1.66040 -0.61762  0.0012
14 H 1.16146 0.86120 -2.34622  0.0009
15 H 1.55038 0.86450 -0.60642  0.0008

---

No. 2
The following is a quantum chemistry calculation of C5H8O2 as an isolated structure, from the OMol25 dataset.

Summary:
Lowest unoccupied orbital energy (spin up / spin down) (eV): 0.75 / 0.42
Relative energy (zero: lowest compared OMol25 entry of this formula, charge and spin) (kJ/mol): 527.0
Calculated total energy (Ha): -345.60425
Kohn-Sham gap (spin up / spin down) (eV): 8.73 / 7.97
Max |F| (eV/A): 0.91
Total charge: 0
E_HOMO (spin up / spin down) (eV): -7.980 / -7.547

Last column: natural (NBO) charge in e.
Geometry (Å):
1 O -0.03021 2.16621 0.18312  -0.6886
2 C -0.41889 1.10321 0.94086  0.1400
3 C -1.65500 0.82789 1.34712  -0.5503
4 C 1.26102 -1.54328 0.10991  -0.0375
5 C 1.31684 -0.63414 -1.11337  -0.5792
6 C -0.09453 -1.05213 -1.25256  0.1407
7 O -0.04321 -1.89884 -0.24655  -0.3753
8 H -0.80983 2.69930 -0.02668  0.4751
9 H 0.42731 0.45086 1.16253  0.1979
10 H -1.83280 -0.07142 1.92526  0.2210
11 H -2.50655 1.46700 1.12265  0.1920
12 H 1.90492 -2.41316 0.25331  0.1605
13 H 1.47760 0.44301 -1.00822  0.2614
14 H 1.99072 -1.05267 -1.86840  0.2583
15 H -1.03370 -0.58446 -1.53005  0.1840

---

No. 3
The following is a quantum chemistry calculation of a 6-piece molecular cluster, CH14O5S2 overall, from the OMol25 dataset.

Summary:
Lowest unoccupied orbital energy (eV): 0.07
Relative energy (zero: lowest compared OMol25 entry of this formula, charge and spin) (kJ/mol): 140.8
Calculated total energy (Ha): -1219.03105
Kohn-Sham gap (eV): 9.21
Structure (SMILES): CSS.O.O.O.O.O
Max |F| (eV/A): 2.14
Total charge: 0
E_HOMO (eV): -9.141

Last column: natural (NBO) charge in e.
Geometry (Å):
1 C -0.61308 1.33954 0.59229  -0.7052
2 S -2.39954 1.54100 -0.01267  0.0653
3 S -2.72763 -0.49277 -0.58267  -0.1465
4 H -0.26382 2.34194 0.85586  0.2210
5 H 0.06919 0.96258 -0.16042  0.2367
6 H -0.80296 0.81108 1.50688  0.2111
7 H -2.07966 -0.64959 -1.74721  0.1165
8 O 2.96340 -5.11417 -1.54963  -0.9281
9 H 3.73332 -4.64514 -1.19805  0.4637
10 H 2.33098 -4.91840 -0.84477  0.4644
11 O -2.65944 -0.85611 3.42838  -0.9638
12 H -3.11847 -0.37753 2.72564  0.4556
13 H -2.08515 -0.13353 3.77161  0.4828
14 O 0.20709 1.19257 -3.90094  -0.9322
15 H 0.67748 1.16541 -4.74131  0.4722
16 H 0.23161 0.28094 -3.59256  0.4716
17 O -0.63608 0.55343 4.47029  -0.9496
18 H -0.14820 0.90772 3.72408  0.4832
19 H -0.08710 -0.02107 5.00534  0.4923
20 O 2.49523 1.91827 -2.21456  -0.9561
21 H 2.00404 1.49622 -2.93313  0.4774
22 H 2.90880 2.69761 -2.60245  0.4674

---

No. 4
The following is a quantum chemistry calculation of the molecule C4H6N2, from the OMol25 dataset.

Summary:
Lowest unoccupied orbital energy (eV): 0.40
Relative energy (zero: lowest compared OMol25 entry of this formula, charge and spin) (kJ/mol): 460.6
Calculated total energy (Ha): -265.36014
Kohn-Sham gap (eV): 9.47
Structure (SMILES): C=C=N/N=C\C
Max |F| (eV/A): 1.92
Total charge: 0
E_HOMO (eV): -9.069

Last column: natural (NBO) charge in e.
Geometry (Å):
1 C -0.55546 1.84271 -1.21439  -0.5332
2 C -0.05903 1.19550 -0.18822  0.2520
3 N 0.37825 1.25240 1.03125  -0.2358
4 N -0.19544 0.27250 1.69094  -0.1988
5 C -0.40234 -0.75230 0.84938  0.0487
6 C 0.69696 -1.51679 0.14287  -0.6658
7 H -0.60513 1.38373 -2.19079  0.2269
8 H -0.89532 2.86694 -1.11865  0.2356
9 H -1.25573 -1.37514 1.11689  0.1880
10 H 0.79922 -2.50007 0.60913  0.2241
11 H 0.43740 -1.66469 -0.90642  0.2250
12 H 1.65663 -1.00479 0.17801  0.2334

---

Q: The lowest calculated total energy belongs to which entry?
A: C4H8S3